[1]
Below is 2 unconnected molecules or ions with the total composition C2H3NO2 in a non-equilibrium geometry, with properties calculated with ωB97M-V with the def2-TZVPD basis set.

Each line ends with the Mulliken charge.
Cartesian coordinates (Å):
C  0.8138  -1.3412  -0.2539  0.005
C  -0.8338  -0.1418  -0.6663  0.427
N  -0.6294  0.8325  0.2254  -0.325
O  1.5356  -0.9679  0.6015  -0.443
O  -1.4920  -0.4770  -1.5751  -0.429
H  0.9416  -2.3885  -0.8247  0.267
H  0.0491  0.7039  0.9537  0.262
H  -0.9020  1.7878  0.0545  0.237

Spin multiplicity: 1
Highest occupied orbital energy in eV: -8.3
Calculated total energy in hartree: -283.18328
Gap between HOMO and LUMO in Ha: 0.334
LUMO level in eV: 0.8
ΔE to the lowest compared entry with this formula, charge and spin in kcal per mole: 46.9


[2]
Below is a molecular structure, C21H21BrN3OS3V, with properties calculated with ωB97M-V with the def2-TZVPD basis set.

Each line ends with the Mulliken charge.
Cartesian coordinates (Å):
V  -1.4370  -0.3921  0.4832  0.348
C  -3.4056  1.5890  2.3067  -0.759
C  -3.0160  0.5657  3.3676  -0.643
S  -1.5362  -0.4179  2.9363  -0.134
C  -2.1414  -2.1226  3.1765  -0.697
C  -3.3034  -2.5214  2.2760  -0.686
S  -2.9552  -2.2280  0.5114  0.045
C  -4.5235  -1.4724  -0.0404  -0.763
C  -4.8527  -0.1574  0.6362  -0.712
S  -3.4077  0.9831  0.5998  -0.015
H  -4.3970  1.9863  2.5276  0.456
H  -2.7110  2.4293  2.3027  0.429
H  -2.7878  1.0736  4.3037  0.513
H  -3.8281  -0.1334  3.5594  0.343
H  -1.2701  -2.7543  2.9986  0.388
H  -2.4146  -2.2235  4.2268  0.490
H  -3.5031  -3.5848  2.4069  0.493
H  -4.2086  -1.9790  2.5411  0.334
H  -4.3600  -1.3331  -1.1099  0.437
H  -5.3311  -2.1927  0.0911  0.502
H  -5.6746  0.3246  0.1081  0.482
H  -5.1612  -0.2948  1.6721  0.357
Br  3.8682  4.9244  0.5668  -0.158
C  4.0362  3.4462  -0.5939  0.103
C  2.9988  3.1457  -1.4672  -0.680
C  3.1043  2.0496  -2.3048  -0.059
C  4.2542  1.2651  -2.2766  -0.013
C  5.3096  1.6159  -1.4449  -0.140
C  5.1994  2.6944  -0.5817  -0.510
N  4.5332  0.1667  -3.1735  -0.309
N  3.6652  -0.6137  -3.5795  -0.588
C  2.3567  -0.6485  -2.9846  -0.275
C  1.2772  -0.6872  -3.8235  -0.344
C  -0.0478  -0.6399  -3.3344  -0.894
C  -0.2726  -0.6204  -1.9838  1.093
O  -1.4796  -0.4760  -1.4113  -0.609
C  0.8401  -0.7740  -1.1045  0.493
N  0.5261  -0.9402  0.2244  -0.368
C  1.5205  -1.0753  1.0849  0.009
C  2.8646  -1.1007  0.6968  -1.081
C  3.1826  -0.9642  -0.6274  -0.560
C  2.1599  -0.7683  -1.5790  0.425
H  2.1193  3.7730  -1.4986  0.467
H  2.3039  1.8384  -2.9994  0.482
H  6.2167  1.0264  -1.4777  0.498
H  6.0169  2.9634  0.0718  0.442
H  1.4595  -0.6817  -4.8905  0.424
H  -0.8852  -0.5951  -4.0168  0.466
H  1.2523  -1.2002  2.1279  0.413
H  3.6308  -1.2417  1.4451  0.434
H  4.2150  -1.0262  -0.9458  0.631

Spin multiplicity: 2
Charge: +1
Highest occupied orbital energy (spin up / spin down) in eV: -10.2 / -10.0
Calculated total energy in hartree: -5764.69394
Gap between HOMO and LUMO (spin up / spin down) in Ha: 0.261 / 0.252
LUMO level (spin up / spin down) in eV: -3.1 / -3.1


[3]
Below is a molecular structure, C23H26Br2FeN2O4P2Se, with properties calculated with ωB97M-V with the def2-TZVPD basis set.

Each line ends with the Mulliken charge.
Cartesian coordinates (Å):
Fe  -0.8206  -0.2965  0.5793  0.104
Br  -3.0961  0.5623  2.4221  0.092
C  -2.5076  -0.4005  3.9953  -0.482
Br  -2.0687  -2.2180  3.5844  -0.085
H  -3.3329  -0.3937  4.6950  0.412
H  -1.6310  0.1052  4.3790  0.240
C  1.5200  -2.0464  -1.2391  -1.291
P  0.7519  -0.4474  -0.9392  1.691
C  2.1470  0.6663  -0.6003  -1.272
C  0.1084  0.1812  -2.5096  0.720
C  0.6386  -0.1187  -3.7578  -0.837
C  0.0970  0.4722  -4.8892  -0.727
C  -0.9514  1.3767  -4.7753  -0.819
C  -1.4822  1.6806  -3.5307  -0.920
C  -0.9611  1.0692  -2.3955  0.022
P  -1.6173  1.3001  -0.7240  1.301
C  -3.4149  1.4415  -0.9128  -1.427
C  -1.1192  2.9519  -0.1716  -1.315
H  2.4185  -1.9043  -1.8421  0.475
H  0.8236  -2.6921  -1.7677  0.210
H  1.7916  -2.4937  -0.2852  0.370
H  2.7643  0.7180  -1.4988  0.511
H  2.7462  0.2883  0.2261  0.428
H  1.7929  1.6676  -0.3639  0.240
H  1.4573  -0.8200  -3.8591  0.444
H  0.4912  0.2254  -5.8656  0.446
H  -1.3637  1.8369  -5.6630  0.436
H  -2.3107  2.3739  -3.4587  0.345
H  -3.6514  2.2364  -1.6211  0.526
H  -3.8817  1.6961  0.0375  0.538
H  -3.8311  0.4979  -1.2562  0.320
H  -1.4577  3.7010  -0.8888  0.500
H  -0.0383  3.0127  -0.0686  0.282
H  -1.5655  3.1496  0.8032  0.354
O  0.0116  0.9244  1.8934  -0.700
C  0.8825  0.0713  2.2570  0.737
O  0.9209  -1.0306  1.6497  -0.857
C  1.8181  0.3788  3.3596  0.353
C  2.7480  -0.5791  3.7522  -0.376
C  3.6301  -0.3002  4.7821  -0.607
C  3.5473  0.9366  5.3941  -0.026
C  2.6307  1.9047  5.0277  -0.557
C  1.7574  1.6172  3.9934  -0.322
N  4.4892  1.2415  6.5006  1.009
O  5.3233  0.4038  6.7631  -0.592
O  4.3941  2.3307  7.0222  -0.595
H  2.7686  -1.5386  3.2549  0.522
H  4.3666  -1.0148  5.1165  0.510
H  2.6152  2.8510  5.5470  0.510
H  1.0296  2.3481  3.6691  0.510
Se  -1.9332  -2.1432  -0.2710  -0.190
C  -1.9343  -2.4489  -2.1682  0.222
C  -2.6582  -1.6935  -3.0783  0.114
C  -2.6065  -2.0358  -4.4218  -0.603
N  -1.9120  -3.0633  -4.9000  -0.584
C  -1.2574  -3.8108  -4.0160  -0.539
C  -1.2398  -3.5524  -2.6521  -0.328
H  -3.2630  -0.8546  -2.7696  0.160
H  -3.1596  -1.4497  -5.1480  0.420
H  -0.7161  -4.6627  -4.4122  0.385
H  -0.6986  -4.2095  -1.9834  0.591

Spin multiplicity: 2
Charge: +1
Highest occupied orbital energy (spin up / spin down) in eV: -11.5 / -11.7
Calculated total energy in hartree: -10798.14627
Gap between HOMO and LUMO (spin up / spin down) in Ha: 0.273 / 0.300
LUMO level (spin up / spin down) in eV: -4.1 / -3.5
ΔE to the lowest compared entry with this formula, charge and spin in kcal per mole: 0.0


[4]
Below is 2 unconnected molecules or ions with the total composition C3H5ClN4O4 in a non-equilibrium geometry, with properties calculated with ωB97M-V with the def2-TZVPD basis set.

Each line ends with the Mulliken charge.
Cartesian coordinates (Å):
C  0.1367  0.7840  0.8207  -0.075
C  -0.0706  1.5198  -0.2824  0.286
C  2.4354  -0.0434  0.8399  0.135
N  -1.2855  1.8324  -0.8914  0.156
N  -0.8584  -2.0296  0.7417  -0.530
N  -0.5961  -1.6710  -0.3682  0.358
N  -2.4845  1.4412  -0.4370  -0.202
O  2.6487  -0.4103  -0.2663  -0.387
O  -0.4179  -2.5764  -1.4470  -0.463
O  -2.4936  0.7197  0.5272  -0.319
O  1.3043  0.5195  1.4152  -0.328
Cl  1.4598  2.0903  -1.0117  -0.214
H  3.1989  -0.0988  1.7346  0.286
H  -1.3439  2.4937  -1.5985  0.213
H  -0.8742  -3.1012  0.7580  0.267
H  0.0814  -1.9307  -1.9535  0.390
H  -0.8405  0.4608  1.4187  0.428

Spin multiplicity: 1
Highest occupied orbital energy in eV: -9.0
Structure (SMILES): O=CO/C=C(\Cl)NN=O.[H]/N=N\O
Calculated total energy in hartree: -1097.27421
Gap between HOMO and LUMO in Ha: 0.346
LUMO level in eV: 0.4
ΔE to the lowest compared entry with this formula, charge and spin in kcal per mole: 19.0


[5]
Below is a single C3H4O2 molecule in a non-equilibrium geometry, with properties calculated with ωB97M-V with the def2-TZVPD basis set.

Each line ends with the Mulliken charge.
Cartesian coordinates (Å):
C  -0.8928  -0.2076  -1.0950  -0.103
C  0.3216  0.2606  -0.2581  0.226
C  0.4398  0.0778  1.1551  -0.301
H  -1.3443  -1.2355  -0.8568  0.295
H  0.8411  1.0648  -0.7924  0.288
H  1.1324  0.7687  1.7359  0.210
H  -0.2298  -0.5493  1.8192  0.221
O  -1.3893  0.5687  -1.8696  -0.443
O  1.1212  -0.7484  0.1619  -0.394

Spin multiplicity: 1
Highest occupied orbital energy in eV: -10.0
Structure (SMILES): O=C[C@H]1CO1
Calculated total energy in hartree: -267.11329
Gap between HOMO and LUMO in Ha: 0.397
LUMO level in eV: 0.8
ΔE to the lowest compared entry with this formula, charge and spin in kcal per mole: 49.9